7
Properties=species:S:1:pos:R:3:forces:R:3:mulliken_charge:R:1 method="wB97M-V/def2-TZVPD" total_charge=-2 orbital_gap_ev=3.440 total_energy_ha=-717.294916 homo_ha=0.073 relative_energy_kcal_mol=24.55
C -2.129325 -7.653883 -5.430518 -0.3 1.5 -0.8 0.59
N -1.798845 -8.407390 -4.583688 0.2 -0.9 0.9 -0.48
O -2.437952 -10.162973 -2.744102 -0.4 3.2 0.3 -0.59
O -2.406178 -6.852705 -6.270270 -0.1 -0.3 -0.1 -0.60
O -4.065712 -8.350592 -2.970731 -1.3 0.6 -0.4 -0.51
S -2.675671 -8.653079 -2.789624 1.8 -4.2 0.2 0.59
H 0.384966 0.756815 -0.542214 0.0 0.1 0.0 -1.00



49
Properties=species:S:1:pos:R:3:forces:R:3:mulliken_charge:R:1 method="wB97M-V/def2-TZVPD" total_charge=0 orbital_gap_ev="6.589 / 5.601" s_squared=0.763 total_energy_ha=-3038.624810 multiplicity=2 homo_ha="-0.265 / -0.266" relative_energy_kcal_mol=33.87
Ir 0.188485 0.538269 -0.105276 -0.7 -2.1 -0.5 0.44
Cl 3.533182 -1.425640 5.524895 0.0 0.0 0.0 -0.21
C 3.154344 -1.097525 3.868230 0.0 0.0 0.0 0.24
C 2.000168 -0.378239 3.585014 0.0 0.0 0.0 -0.79
C 1.669559 -0.115600 2.267116 0.1 0.1 0.0 -0.25
N 0.559387 0.639395 1.844600 -0.3 -0.1 0.4 -0.04
C -0.090112 1.553777 2.589396 0.3 0.3 -0.3 0.36
O -0.060595 1.734497 3.793541 -0.1 0.0 0.2 -0.76
C -0.802199 2.523182 1.670724 -0.1 -0.2 0.1 0.35
C -1.517557 3.594006 2.165026 0.0 0.1 0.0 -0.53
C -2.098181 4.485364 1.280200 0.0 0.0 0.1 -0.34
C -1.928922 4.281263 -0.081043 0.0 0.0 0.0 -0.79
C -1.201840 3.190419 -0.511708 0.1 0.1 -0.1 0.11
N -0.648252 2.327130 0.346219 0.4 0.2 0.0 -0.01
C 2.518222 -0.543851 1.223250 -0.1 0.0 -0.1 0.43
C 3.666477 -1.259239 1.518870 0.0 0.0 0.0 -0.82
C 3.976680 -1.539390 2.843825 0.0 0.0 0.0 0.09
Cl 5.411581 -2.448128 3.177354 0.0 0.0 0.0 -0.22
N 2.071045 -0.186248 -0.066215 0.4 0.4 0.1 0.02
C 2.619924 -0.593672 -1.233088 -0.1 0.1 0.2 0.20
O 3.671895 -1.181252 -1.408462 0.1 -0.1 0.0 -0.74
C 1.728864 -0.276973 -2.416040 0.1 0.2 -0.1 0.52
C 2.140820 -0.599806 -3.693659 0.0 0.0 0.0 -0.60
C 1.324565 -0.280783 -4.765210 0.0 0.0 0.0 -0.33
C 0.121807 0.360710 -4.522809 0.0 0.0 0.0 -1.04
C -0.233425 0.641407 -3.216514 0.0 -0.1 0.0 0.18
N 0.546798 0.319797 -2.183044 -0.2 0.2 0.1 0.09
H 1.367628 -0.029756 4.385424 0.0 0.0 0.0 0.58
H -1.586152 3.692988 3.239793 0.0 0.0 0.0 0.48
H -2.673519 5.326719 1.642307 0.0 0.0 0.0 0.43
H -2.358177 4.951548 -0.811922 0.0 0.0 0.0 0.41
H -1.040243 2.988173 -1.561151 0.0 0.0 0.0 0.36
H 4.319771 -1.594761 0.730092 0.0 0.0 0.0 0.65
H 3.097671 -1.089984 -3.805199 0.0 0.0 0.0 0.49
H 1.622694 -0.527524 -5.775655 0.0 0.0 0.0 0.44
H -0.546024 0.635043 -5.327038 0.0 0.0 0.0 0.40
H -1.179867 1.105717 -2.974693 0.0 0.0 0.0 0.45
C -4.068349 -1.621854 -0.452354 0.0 -0.1 0.0 -1.85
C -2.573176 -1.463960 -0.299628 -0.3 0.3 -0.1 0.63
S -2.101755 0.167975 -0.426693 0.0 0.3 0.3 -0.35
C -1.727503 -2.544869 -0.122956 0.2 -0.1 0.0 0.73
C -2.272508 -3.951401 -0.130639 0.1 0.0 0.0 -1.38
S -0.068238 -2.345791 0.074552 0.0 0.7 -0.1 -0.19
H -4.562514 -0.652914 -0.454091 0.0 0.0 0.0 0.44
H -4.480349 -2.209814 0.369269 0.0 0.0 0.0 0.40
H -4.317444 -2.132997 -1.385515 0.0 0.0 0.0 0.36
H -3.358171 -3.988108 -0.167487 0.0 0.0 0.0 0.37
H -1.934111 -4.488532 0.755582 0.0 0.0 0.0 0.33
H -1.882381 -4.488755 -0.997171 0.0 0.0 0.0 0.29



55
Properties=species:S:1:pos:R:3:forces:R:3:mulliken_charge:R:1 method="wB97M-V/def2-TZVPD" total_charge=+1 orbital_gap_ev="9.688 / 4.283" s_squared=0.753 total_energy_ha=-1642.302322 multiplicity=2 homo_ha="-0.486 / -0.486"
C 0.973924 -0.534152 -0.735533 1.1 3.0 0.1 -0.50
C 1.014163 -0.459844 -2.257513 -0.8 -0.9 -1.2 -0.49
S 1.273570 1.252517 -2.857099 1.7 -1.4 0.1 0.25
C -0.264561 0.098324 -0.178057 -2.8 -1.6 -0.1 0.59
N -1.455693 -0.567644 -0.324792 1.6 1.4 0.2 0.80
C -2.718038 -0.085233 0.241590 -0.7 -0.1 -0.5 -0.65
C -2.992696 -0.729406 1.588362 -1.4 -1.1 -0.6 -0.98
O -0.244102 1.183188 0.394530 0.8 0.5 -0.1 -0.77
H 1.864259 0.008723 -0.303760 -0.9 -0.5 -0.5 -0.31
H 1.074909 -1.496216 -0.369869 0.1 -2.3 0.2 0.83
H 0.094221 -0.927464 -2.720418 0.6 1.0 0.4 0.25
H 1.841217 -1.039079 -2.691696 0.1 0.4 0.3 0.55
H 0.091641 1.766987 -2.770477 -2.1 0.5 0.3 0.27
H -1.465353 -1.482484 -0.723775 0.3 -0.5 -0.1 -0.06
H -3.523821 -0.277090 -0.516244 0.7 -0.1 0.7 0.38
H -2.709140 0.993817 0.350658 0.3 0.0 -0.1 0.52
H -3.802367 -0.213434 2.094179 -0.2 0.1 -0.1 0.42
H -3.295492 -1.802837 1.474238 0.3 0.8 0.1 0.26
H -2.168437 -0.671167 2.251997 1.0 0.0 0.5 0.08
H -2.265621 0.263980 -2.667175 -0.5 -1.0 -0.2 0.29
H -2.916791 1.524492 -3.393625 1.8 -1.0 1.4 0.30
O -2.159360 1.205025 -2.792314 -1.1 2.3 -1.4 -0.58
H -2.049692 -2.144750 -2.480164 0.0 -0.4 0.0 0.24
H -2.728986 -1.853438 -3.809598 -0.4 -0.3 -0.9 0.28
O -2.534516 -1.464158 -2.971765 0.3 0.6 0.7 -0.61
H 0.078805 -0.326112 3.323831 0.2 1.8 1.2 0.46
H -0.616149 1.085028 3.456669 0.6 -0.3 0.7 0.47
O 0.158867 0.571867 3.816566 -0.6 -1.2 -1.2 -0.86
H 1.426798 1.354501 2.947130 0.4 0.0 -2.0 0.45
H 1.150461 1.467200 1.335135 0.5 0.1 1.1 0.45
O 1.885979 1.454772 2.005242 -0.9 0.2 1.1 -0.90
H -1.020313 -3.570480 -0.745046 -0.4 -0.1 1.4 0.32
H -0.357236 -3.746246 -2.036560 0.7 -0.5 -0.9 0.31
O -1.122546 -3.330241 -1.671343 -0.2 0.4 -0.4 -0.65
H 3.330455 -1.020689 1.058540 0.4 -0.4 -0.3 0.34
H 2.511364 -0.128037 1.942900 0.0 0.3 0.3 0.41
O 2.713391 -1.072515 1.795353 -0.6 -0.2 0.4 -0.76
H 3.299484 2.766424 -0.317731 0.8 -0.2 0.8 0.31
H 3.163401 2.225545 1.128709 0.6 0.1 -0.3 0.37
O 3.836976 2.354868 0.398258 -1.4 0.4 -0.4 -0.74
H -1.961700 2.784760 2.444062 -0.1 0.5 -0.1 0.28
H -1.391549 1.576973 1.726582 1.5 -0.6 -3.1 0.26
O -1.791954 1.849279 2.493423 -1.8 0.6 3.4 -0.65
H -2.101163 2.684979 -1.429123 0.5 0.9 1.9 0.37
H -1.253216 2.546739 -0.191745 2.6 -2.7 1.8 0.22
O -1.807248 3.143050 -0.569184 -3.3 2.1 -3.9 -0.68
H 4.201427 0.763652 -0.006850 0.1 0.1 0.3 0.43
H 4.580873 -0.229004 -1.113525 0.1 -0.3 0.5 0.27
O 4.279744 -0.201233 -0.190572 0.0 0.1 -1.1 -0.70
H -1.658994 -3.868460 1.462677 0.7 0.2 -0.4 0.32
H -0.406271 -2.908350 1.519661 -0.5 -0.7 -0.3 0.44
O -0.861731 -3.607145 0.957726 -0.3 0.3 0.7 -0.73
H 1.172434 -1.580034 2.238358 0.1 -0.3 0.1 0.34
H 0.500289 -2.364347 3.437732 -0.5 1.1 -1.7 0.36
O 0.277282 -1.832879 2.600125 0.8 -1.2 1.5 -0.88